No. 1
DFT (ωB97M-V/def2-TZVPD) results for one molecule with the formula C2H8N2O2 at a distorted geometry.

Last column: natural (NBO) charge in e.
Atoms and positions in Å:
C: 0.55049 0.05424 -0.33849  0.248
C: 0.14904 -1.38193 -0.03308  -0.653
N: -1.60278 0.97732 -0.29844  -0.061
N: 1.96680 0.28730 0.14202  -0.854
O: -0.24096 0.99010 0.36459  -0.435
O: -2.57937 0.71455 0.73065  -0.587
H: -2.01955 0.60491 1.52308  0.473
H: -1.72345 1.98020 -0.47382  0.331
H: 0.53310 0.25018 -1.41736  0.150
H: 2.26074 1.21476 -0.15540  0.364
H: 2.59866 -0.44463 -0.17213  0.367
H: 0.87735 -2.09091 -0.43909  0.210
H: 0.05476 -1.54505 1.04548  0.219
H: -0.82485 -1.61105 -0.47801  0.229

Its calculated total energy is -340.870339 hartree. The SMILES is C[C@H](N)ONO. The energy above the lowest of the compared OMol25 structures with the same formula, charge and spin comes out at 420.31 kJ/mol.



No. 2
DFT (ωB97M-V/def2-TZVPD) results for a 2-piece molecular cluster, C2H8N2O2 overall.

Last column: natural (NBO) charge in e.
Atoms and positions in Å:
O: -2.11166 1.07818 0.13856  -0.595
C: -1.73087 -0.04932 0.33779  0.536
N: -0.62338 -0.33097 1.10426  -0.654
C: 0.56585 0.49366 1.01884  -0.039
N: 0.71235 1.08924 -0.30043  -0.854
H: -2.20507 -0.92364 -0.13345  0.122
H: -0.56669 -1.16349 1.65981  0.402
H: 0.62131 1.23475 1.82480  0.156
H: 1.40357 -0.17411 1.21431  0.180
H: 1.48321 1.74545 -0.27729  0.363
H: -0.11151 1.65309 -0.47348  0.382
H: 1.41304 -1.34608 -1.49126  0.480
H: 0.25913 -1.38924 -2.56589  0.476
O: 0.89073 -1.91751 -2.05659  -0.957

Its calculated total energy is -340.982773 hartree. The SMILES is NCNC=O.O. The energy above the lowest of the compared OMol25 structures with the same formula, charge and spin comes out at 125.11 kJ/mol.



No. 3
DFT (ωB97M-V/def2-TZVPD) results for a 2-piece molecular cluster, C2H8N2O2 overall at a distorted geometry.

Last column: natural (NBO) charge in e.
Atoms and positions in Å:
C: -1.31406 0.19297 0.42029  0.806
N: -0.85251 1.36221 0.20622  -0.802
O: -2.20108 -0.42588 -0.38553  -0.672
O: -1.34701 -0.28775 1.68678  -0.698
H: -0.92725 0.35582 2.27295  0.511
H: -2.56113 -1.20298 0.06290  0.500
H: 0.65216 -1.03684 0.14454  0.136
H: 0.96019 1.14655 -0.22089  0.383
H: -1.10656 1.74011 -0.69933  0.373
C: 1.38988 -0.77270 -0.70472  -0.403
N: 1.81832 0.58391 -0.55987  -0.860
H: 2.52632 0.65228 0.16459  0.343
H: 0.72595 -0.85837 -1.56777  0.183
H: 2.23680 -1.44932 -0.82017  0.201

Its calculated total energy is -340.968107 hartree. The SMILES is N=C(O)O.CN. The energy above the lowest of the compared OMol25 structures with the same formula, charge and spin comes out at 163.62 kJ/mol.



No. 4
DFT (ωB97M-V/def2-TZVPD) results for a 2-piece molecular cluster, C2H8N2O2 overall at a distorted geometry.

Last column: natural (NBO) charge in e.
Atoms and positions in Å:
C: 0.21770 0.17688 2.05479  -0.415
N: 0.02293 -0.35140 0.70643  -0.638
C: -0.93999 0.25391 -0.07196  0.774
N: -0.80028 -0.04733 -1.41147  -0.868
O: -1.88500 0.84796 0.39658  -0.643
H: 1.24606 0.04657 2.37140  0.189
H: -0.41143 -0.37584 2.75331  0.197
H: -0.08692 1.21916 2.10726  0.211
H: 0.88346 -0.61033 0.24782  0.392
H: 0.12504 -0.10568 -1.80097  0.391
H: -1.53370 -0.02606 -2.08878  0.400
H: 2.91730 -0.08726 -1.82395  0.483
H: 2.97196 -1.13005 -0.68837  0.480
O: 2.39680 -0.75650 -1.36304  -0.955

Its calculated total energy is -341.018986 hartree. The SMILES is CNC(N)=O.O. The energy above the lowest of the compared OMol25 structures with the same formula, charge and spin comes out at 30.03 kJ/mol.



Number 1: HOMO-LUMO gap 10.6 eV. Number 2: HOMO-LUMO gap 10.4 eV. Number 3: HOMO-LUMO gap 9.1 eV. Number 4: HOMO-LUMO gap 9.6 eV.